Version w
The following is a quantum chemistry calculation of a gas-phase ion, C5H11N (charge -1), from OMol25.

Output
- ⟨S²⟩: 0.7505
- LUMO (alpha / beta): 3.8 / 3.7 eV
- Orbital gap (alpha / beta): 0.087 / 0.299 Eh
- 2S+1: 2
- Total charge: -1

Each line ends with the Mulliken charge.
Cartesian coordinates (Å):
C -1.18 2.50 -1.42  -3.3606
N -0.21 1.65 -0.54  0.6515
C -0.40 0.45 0.14  -0.8047
C 0.83 -0.62 0.04  -1.0200
C 0.79 -1.60 1.06  0.2199
C 0.42 -2.87 1.07  -0.8572
H -1.32 2.15 -2.49  0.8862
H -2.15 2.67 -0.67  0.6500
H -0.75 3.51 -1.52  0.6881
H 0.75 1.67 -1.08  0.3266
H -0.65 0.63 1.19  0.1745
H -1.30 -0.14 -0.20  0.2296
H 0.93 -1.24 -0.88  0.2237
H 1.66 0.13 0.22  0.1866
H 0.70 -1.22 2.06  0.2904
H 0.32 -3.22 -0.02  0.2490
H 0.60 -3.64 1.82  0.2664

***

Version x
The following is a quantum chemistry calculation of 2 unconnected molecules or ions with the total composition C5H11N, from OMol25.

Output
- ⟨S²⟩: 0.7504
- LUMO (alpha / beta): 3.7 / 3.5 eV
- Orbital gap (alpha / beta): 0.079 / 0.282 Eh
- 2S+1: 2
- Total charge: -1

Each line ends with the Mulliken charge.
Cartesian coordinates (Å):
C 1.20 -2.48 -0.56  -1.4037
C -0.19 -2.43 -1.12  0.1927
C -1.15 -1.71 -0.54  -1.1391
H 1.72 -3.43 -0.61  0.3566
H 1.24 -2.14 0.47  0.3892
H 1.82 -1.77 -1.10  0.3134
H -0.42 -3.12 -1.93  0.3876
H -2.16 -1.76 -0.92  0.3656
H -0.90 -1.16 0.35  0.3930
C -0.29 1.81 -0.25  -0.4849
C -0.39 2.27 1.00  -2.6532
N 0.33 3.27 1.60  -0.8689
H 0.50 2.20 -0.88  0.4470
H -0.98 1.01 -0.48  0.2114
H -1.11 1.84 1.70  0.7606
H 0.95 3.81 1.01  0.5049
H -0.16 3.80 2.26  1.2279

***

Version y
The following is a quantum chemistry calculation of a gas-phase ion, C5H11N (charge -1), from OMol25.

Output
- ⟨S²⟩: 0.7503
- LUMO (alpha / beta): 3.9 / 3.9 eV
- Orbital gap (alpha / beta): 0.090 / 0.296 Eh
- 2S+1: 2
- Total charge: -1

Each line ends with the Mulliken charge.
Cartesian coordinates (Å):
C -1.71 -2.06 -1.03  -1.1218
C -1.60 -0.84 -0.15  -0.2801
C -0.49 -0.08 -0.28  -0.5913
N -0.30 1.23 0.09  -0.0438
C 1.06 1.71 0.20  -2.2659
C 2.04 0.77 0.96  -2.7800
H -2.34 -2.05 -1.92  0.3014
H -0.74 -2.48 -1.41  0.3292
H -2.09 -2.86 -0.35  0.3438
H -2.49 -0.58 0.36  0.3422
H 0.31 -0.43 -0.95  0.0755
H -0.88 1.55 0.89  0.5835
H 1.10 2.67 0.75  1.4632
H 1.40 1.87 -0.82  0.4944
H 2.83 1.29 1.50  1.5831
H 2.47 -0.04 0.35  0.2370
H 1.43 0.32 1.81  0.3296

***

Version z
The following is a quantum chemistry calculation of a gas-phase ion, C5H11N (charge -1), from OMol25.

Output
- ⟨S²⟩: 0.7503
- LUMO (alpha / beta): 3.8 / 3.7 eV
- Orbital gap (alpha / beta): 0.086 / 0.294 Eh
- 2S+1: 2
- Total charge: -1

Each line ends with the Mulliken charge.
Cartesian coordinates (Å):
C 1.46 -1.80 1.03  -3.7870
N 0.85 -1.01 -0.10  0.7104
C 0.88 0.56 0.02  -1.5672
C -0.52 0.99 0.42  -1.0100
C -1.45 0.53 -0.76  -0.4381
C -2.32 1.41 -1.30  -0.8125
H 2.59 -1.63 0.93  0.3836
H 1.24 -1.62 2.14  0.8366
H 1.42 -2.90 0.80  1.2089
H 0.64 -1.76 -0.74  0.1911
H 1.63 0.65 0.71  0.5434
H 1.14 1.10 -0.84  0.4844
H -0.68 0.56 1.40  0.8020
H -0.50 2.05 0.23  0.3631
H -1.19 -0.51 -1.16  0.2640
H -2.37 2.27 -0.64  0.3432
H -2.81 1.13 -2.14  0.4840

***

Most stable structure, least stable structure: version y, version z.

***

Version w
The following is a quantum chemistry calculation of a molecular structure, C3H5N4O2, from OMol25.

Output
- LUMO (alpha / beta): -5.0 / -4.8 eV
- Orbital gap (alpha / beta): 0.252 / 0.332 Eh
- 2S+1: 1
- Total charge: +1

Each line ends with the Mulliken charge.
Cartesian coordinates (Å):
C 1.89 1.66 0.71  -0.0326
C -0.06 1.22 1.34  -0.0766
C -0.51 -0.59 -0.13  0.4057
N 1.46 0.72 -0.05  -0.7712
N 0.21 0.44 0.31  0.6579
N -1.70 -1.06 -0.08  -0.3321
N -0.03 -1.23 -1.90  0.0642
O -0.92 -2.04 -2.21  -0.4262
O 0.96 2.06 1.61  -0.2517
H 2.85 1.98 0.79  0.4465
H -1.02 1.25 1.92  0.3432
H -1.75 -1.88 -0.87  0.3665
H -2.38 -1.22 0.69  0.2852
H 1.01 -1.30 -2.12  0.3211

***

Version x
The following is a quantum chemistry calculation of a gas-phase ion, C3H5N4O2 (charge +1), from OMol25.

Output
- SMILES string: O=C(O)Cn1cnn[nH+]1
- LUMO: -5.0 eV
- Orbital gap: 0.394 Eh
- 2S+1: 1
- Total charge: +1

Each line ends with the Mulliken charge.
Cartesian coordinates (Å):
O 1.48 -0.86 0.93  -0.4677
C 1.63 0.12 0.25  0.7358
O 2.77 0.67 -0.09  -0.4100
C 0.43 0.86 -0.32  -0.6942
N -0.76 0.06 -0.09  0.2099
C -1.70 0.14 0.85  0.1176
N -2.58 -0.85 0.69  -0.2209
N -2.19 -1.56 -0.33  -0.3127
N -1.11 -1.02 -0.80  0.2859
H 3.48 0.04 0.12  0.3776
H 0.55 1.04 -1.39  0.3151
H 0.29 1.81 0.18  0.3624
H -1.71 0.90 1.60  0.4211
H -0.57 -1.36 -1.59  0.2800

***

Most stable structure, least stable structure: version x, version w.

***

Version w
The following is a quantum chemistry calculation of a molecular structure, C3H3I3O, from OMol25.

Output
- LUMO (alpha / beta): -0.9 / -0.7 eV
- Orbital gap (alpha / beta): 0.273 / 0.263 Eh
- 2S+1: 1
- Total charge: 0

Each line ends with the Mulliken charge.
Cartesian coordinates (Å):
C -2.05 -1.18 -0.27  -0.2306
C -0.99 -1.31 0.45  -0.3296
C 1.60 1.08 0.10  -0.0729
O 0.77 1.46 -0.85  -0.3517
I 0.14 -2.55 1.60  0.1647
I 3.22 -0.06 -0.77  0.0272
I 2.27 2.48 1.63  0.0410
H -3.04 -1.90 -0.53  0.1960
H -2.19 -0.30 -0.80  0.2101
H 0.26 2.28 -0.55  0.3457

***

Version x
The following is a quantum chemistry calculation of 2 unconnected molecules or ions with the total composition C3H3I3O, from OMol25.

Output
- LUMO (alpha / beta): -2.4 / -3.2 eV
- Orbital gap (alpha / beta): 0.278 / 0.208 Eh
- 2S+1: 1
- Total charge: 0

Each line ends with the Mulliken charge.
Cartesian coordinates (Å):
C 0.69 1.09 -0.30  -0.0393
C -0.60 -0.76 0.81  -0.9901
C 0.33 -0.30 -0.20  -0.1527
O 1.68 1.54 -0.81  -0.4711
I 0.59 -0.89 2.66  0.1485
I -1.60 1.20 -2.51  0.0066
I 1.33 -1.64 -1.41  0.2555
H -0.02 1.60 0.38  0.3778
H -1.07 -1.78 0.51  0.4377
H -1.33 -0.06 0.87  0.4272

***

Most stable structure, least stable structure: version x, version w.

***

Version w
The following is a quantum chemistry calculation of a single C4H5BrN2O2S molecule, from OMol25.

Output
- LUMO (alpha / beta): -1.6 / -1.4 eV
- Orbital gap (alpha / beta): 0.265 / 0.266 Eh
- 2S+1: 1
- Total charge: 0

Each line ends with the Mulliken charge.
Cartesian coordinates (Å):
C -1.02 2.22 1.53  -0.1884
C -1.36 1.15 0.81  -0.0649
C 0.15 2.64 2.10  -0.2146
C 0.60 -0.13 0.01  -0.3411
N -0.65 0.16 0.05  0.0825
N 1.11 -2.75 -0.60  -0.5175
O -0.49 -1.29 -2.09  -0.6805
O 1.95 -1.01 -2.26  -0.5795
S 0.81 -1.29 -1.43  1.0521
Br 1.60 3.20 1.11  0.0371
H -1.81 2.68 1.97  0.3459
H -2.54 0.86 0.74  0.1786
H -1.39 -0.16 -0.57  0.3403
H 2.03 -2.73 -0.16  0.2847
H 1.00 -3.53 -1.19  0.2652

***

Version x
The following is a quantum chemistry calculation of 2 unconnected molecules or ions with the total composition C4H5BrN2O2S, from OMol25.

Output
- LUMO (alpha / beta): -1.8 / -3.7 eV
- Orbital gap (alpha / beta): 0.297 / 0.235 Eh
- 2S+1: 1
- Total charge: 0

Each line ends with the Mulliken charge.
Cartesian coordinates (Å):
C 0.99 1.54 0.89  -0.7248
C 2.21 0.86 1.05  -0.2130
C 0.39 0.66 0.05  0.2595
C 0.41 -1.63 -0.69  -0.8612
N 2.24 -0.29 0.40  -0.9589
N 1.07 -0.42 -0.23  0.7478
O -3.11 1.66 0.34  -0.4087
O -3.06 0.74 -1.99  -0.3812
S -2.61 0.73 -0.65  0.7767
Br -3.12 -1.43 0.29  -0.0740
H 0.58 2.37 1.21  0.4924
H 3.16 1.14 1.68  0.3335
H -0.36 -1.44 -1.35  0.3688
H 1.16 -2.30 -1.13  0.2765
H 0.04 -2.17 0.15  0.3666

***

Most stable structure, least stable structure: version x, version w.